# 1
96
Properties=species:S:1:pos:R:3:mulliken_charge:R:1 method="wB97M-V/def2-TZVPD" total_charge=-1 energy_ev=-838258.2289 largest_force_ev_per_a=1.706
C 4.423 6.791 -1.528 -1.137
C 4.856 5.321 -1.299 0.008
N 5.260 4.670 -2.564 -0.628
In 4.676 2.608 -2.601 0.814
P 6.262 1.550 -0.855 0.278
O 7.676 1.904 -1.264 -0.597
H 4.499 6.966 -2.599 0.315
H 3.384 6.955 -1.241 0.252
H 5.068 7.485 -0.992 0.285
H 5.695 5.335 -0.595 0.249
H 4.049 4.774 -0.801 0.176
H 6.271 4.589 -2.484 0.077
H 4.973 1.936 -4.212 -0.354
H 2.997 2.500 -2.115 -0.393
H 6.025 2.185 0.398 -0.013
H 6.122 0.150 -0.715 -0.129
C -2.941 8.143 2.883 0.321
Cl -2.912 8.596 4.593 -0.106
Cl -4.609 7.784 2.404 -0.101
Cl -2.327 9.481 1.911 -0.096
Cl -1.945 6.719 2.627 -0.030
C 3.940 -0.787 1.799 0.144
Cl 2.505 -1.742 2.218 0.035
Cl 4.344 0.286 3.144 -0.126
Cl 5.284 -1.898 1.516 -0.063
Cl 3.703 0.145 0.323 -0.104
C -2.324 2.864 0.757 0.267
Cl -2.926 1.499 1.705 -0.021
Cl -2.259 2.413 -0.950 -0.095
Cl -3.404 4.251 0.958 -0.031
Cl -0.713 3.281 1.309 -0.107
C 10.099 3.002 -3.626 0.352
Cl 11.214 2.308 -2.438 -0.137
Cl 9.109 1.724 -4.323 -0.096
Cl 9.073 4.193 -2.851 -0.065
Cl 11.047 3.774 -4.917 -0.091
C -6.890 2.276 0.219 0.207
Cl -6.542 2.194 1.947 -0.045
Cl -6.622 3.925 -0.352 -0.077
Cl -5.832 1.173 -0.661 -0.016
Cl -8.577 1.827 -0.053 -0.070
C -1.580 -2.386 2.863 0.139
Cl -1.727 -1.843 1.200 0.024
Cl -3.102 -3.120 3.380 -0.047
Cl -0.300 -3.600 3.038 -0.015
Cl -1.216 -0.997 3.888 -0.088
C 3.901 -5.724 1.801 0.225
Cl 4.515 -7.359 1.507 -0.022
Cl 3.664 -4.917 0.253 -0.076
Cl 2.358 -5.817 2.663 -0.056
Cl 5.067 -4.829 2.775 -0.084
C 7.046 -10.660 -0.181 0.338
Cl 6.011 -9.882 1.022 -0.068
Cl 7.359 -12.331 0.306 -0.108
Cl 6.223 -10.628 -1.740 -0.051
Cl 8.571 -9.784 -0.305 -0.096
C 13.747 1.977 -7.123 0.336
Cl 12.669 3.082 -7.983 -0.091
Cl 14.307 2.727 -5.628 -0.070
Cl 12.880 0.490 -6.745 -0.073
Cl 15.142 1.606 -8.150 -0.121
C -10.817 3.793 2.804 0.261
Cl -10.570 2.059 3.033 -0.100
Cl -12.460 4.077 2.215 -0.003
Cl -10.594 4.624 4.347 -0.103
Cl -9.657 4.410 1.629 -0.045
C -16.129 3.379 1.083 0.345
Cl -16.014 3.872 2.777 -0.098
Cl -17.825 3.129 0.656 -0.103
Cl -15.442 4.642 0.058 -0.085
Cl -15.235 1.876 0.848 -0.070
C 9.273 -3.999 -1.503 0.316
Cl 10.982 -4.163 -1.078 -0.119
Cl 8.966 -4.853 -3.023 -0.100
Cl 8.281 -4.719 -0.228 -0.064
Cl 8.869 -2.299 -1.688 -0.030
C -3.985 -3.715 -2.168 0.267
Cl -5.365 -4.785 -1.890 -0.110
Cl -4.303 -2.145 -1.429 -0.011
Cl -2.538 -4.423 -1.448 -0.070
Cl -3.740 -3.511 -3.904 -0.099
C -4.251 -5.970 6.163 0.346
Cl -4.416 -7.722 6.331 -0.101
Cl -2.603 -5.574 5.685 -0.053
Cl -5.380 -5.393 4.931 -0.105
Cl -4.621 -5.195 7.707 -0.099
C 5.424 -7.837 -4.634 0.299
Cl 4.396 -8.446 -3.335 -0.090
Cl 4.528 -6.665 -5.599 -0.102
Cl 6.856 -7.071 -3.948 -0.015
Cl 5.922 -9.194 -5.659 -0.107
C -20.961 2.533 3.951 0.300
Cl -21.182 0.784 4.063 -0.101
Cl -19.293 2.889 3.507 0.006
Cl -22.047 3.184 2.717 -0.108
Cl -21.336 3.273 5.511 -0.103

***

# 2
35
Properties=species:S:1:pos:R:3:lowdin_spin:R:1 method="wB97M-V/def2-TZVPD" total_charge=+3 de_lowest_kj_mol=104.1 largest_force_ev_per_a=2.312 spin_multiplicity=4
Tc 0.170 -0.079 0.000 1.620
C 0.796 5.296 0.000 0.001
C 1.704 4.157 0.000 0.010
N 3.006 4.194 0.000 0.017
N 3.463 2.952 0.000 0.030
C 2.460 2.073 0.000 0.018
S 2.433 0.351 0.000 0.184
N 1.319 2.822 0.000 0.011
N 0.046 2.240 0.000 -0.003
H 1.386 6.211 0.000 0.000
H 0.155 5.297 0.882 0.000
H 0.155 5.297 -0.882 0.000
H 4.472 2.793 0.000 0.000
H -0.486 2.564 -0.820 0.000
H -0.486 2.564 0.820 0.000
C 2.346 -2.829 0.000 -0.002
C 0.911 -3.186 0.000 -0.007
C 0.532 -4.542 0.000 0.033
C -0.790 -4.921 0.000 0.003
C -1.776 -3.919 0.000 0.038
C -3.194 -4.150 0.000 0.191
Br -3.865 -5.901 0.000 0.184
C -4.090 -3.086 0.000 0.034
C -3.652 -1.766 0.000 0.076
Br -4.874 -0.345 0.000 0.041
C -2.251 -1.484 0.000 0.225
O -1.704 -0.330 0.000 0.221
C -1.327 -2.584 0.000 0.036
N -0.018 -2.216 0.000 0.038
H 2.981 -3.713 0.000 0.000
H 2.594 -2.239 0.883 0.000
H 2.594 -2.239 -0.883 0.000
H 1.309 -5.294 0.000 0.001
H -1.069 -5.966 0.000 0.000
H -5.153 -3.296 0.000 -0.001

***

# 3
27
Properties=species:S:1:pos:R:3:nbo_charge:R:1 method="wB97M-V/def2-TZVPD" total_charge=+1 de_lowest_kj_mol=0.0 largest_force_ev_per_a=2.392
C -4.607 -0.116 -0.806 -0.238
C -3.875 0.593 0.172 -0.210
C -4.202 -1.404 -0.935 -0.376
C 0.350 -1.540 0.887 -0.113
C 1.713 0.086 0.091 0.177
C -2.933 -0.176 0.788 -0.241
C 2.508 -1.021 -0.048 -0.163
C -0.697 0.707 1.004 0.751
C 2.141 1.461 -0.273 -0.670
C 3.890 -1.110 -0.575 -0.660
C -1.954 0.247 1.834 -0.509
N 0.488 -0.243 0.623 -0.362
O -0.632 1.794 0.543 -0.469
S -2.922 -1.792 0.137 0.402
S 1.695 -2.456 0.487 0.632
H -5.400 0.318 -1.387 0.245
H -4.049 1.625 0.413 0.238
H -4.572 -2.165 -1.593 0.253
H -0.548 -1.967 1.291 0.262
H -1.731 -0.534 2.557 0.242
H 1.341 2.180 -0.145 0.276
H 2.985 1.760 0.347 0.248
H 2.465 1.483 -1.311 0.250
H 4.330 -0.124 -0.690 0.251
H 4.513 -1.699 0.095 0.249
H 3.894 -1.608 -1.545 0.252
H -2.295 1.150 2.336 0.283

***

# 4
23
Properties=species:S:1:pos:R:3:nbo_charge:R:1 method="wB97M-V/def2-TZVPD" total_charge=0 de_lowest_kj_mol=792.8 largest_force_ev_per_a=5.610
C 1.377 1.514 0.787 -0.212
C -0.112 1.327 1.125 -0.415
C -0.567 -0.051 1.508 -0.406
C -0.647 -1.061 0.362 -0.560
C -1.558 -0.455 -0.672 0.005
C -1.468 -0.793 -2.013 -0.348
C -0.451 -1.514 -2.729 -0.392
N 2.329 0.825 1.698 -0.867
H 1.608 0.989 -0.151 0.166
H 1.650 2.567 0.721 0.193
H -0.601 1.661 0.185 0.222
H -0.383 2.088 1.844 0.206
H -1.603 0.128 1.782 0.232
H 0.027 -0.546 2.321 0.189
H -0.969 -2.102 0.589 0.259
H 0.368 -1.336 -0.099 0.167
H 1.077 -0.091 -2.811 0.148
H -2.107 -0.037 -2.560 0.195
H -0.068 -2.316 -2.089 0.242
H -0.558 -1.761 -3.834 0.255
H 0.474 -0.721 -2.791 0.007
H 1.948 0.111 2.294 0.358
H 2.860 1.483 2.243 0.357